Entry from the OMol25 dataset: a cluster of 10 separate species, C49H126N10O12 in total in a non-equilibrium geometry (the ωB97M-V functional and the def2-TZVPD basis).

Output
Frontier orbital gap in eV: 8.610
Multiplicity: 1
E_tot in eV: -92316.31754
F_max in eV Å⁻¹: 3.0
HOMO level in hartree: -0.3002
SMILES: CC1(C)CCCC(C)(C)N1O.COC[C@H](C)N.COC[C@H](C)N.COC[C@H](C)N.COC[C@H](C)N.COC[C@H](C)N.COC[C@H](C)N.COC[C@H](C)N.COCCNCCOC.COCCNCCOC

Bonds (Å) are listed after each position.
Geometry (Å):
1 C -1.856 1.366 -2.613  C2 1.498, H12 1.090, H13 1.090, H14 1.090
2 C -1.013 1.022 -3.802  C1 1.498, C3 1.581, C4 1.572, N10 1.473
3 C 0.529 0.938 -3.463  C2 1.581, H15 1.090, H16 1.090, H17 1.090
4 C -1.464 -0.412 -4.264  C2 1.572, C5 1.527, H18 1.090, H19 1.090
5 C -2.798 -0.611 -4.981  C4 1.527, C6 1.570, H20 1.090, H21 1.090
6 C -2.752 0.325 -6.240  C5 1.570, C7 1.520, H22 1.090, H23 1.090
7 C -2.374 1.751 -5.875  C6 1.520, C8 1.578, C9 1.564, N10 1.450
8 C -1.899 2.318 -7.270  C7 1.578, H24 1.090, H25 1.090, H26 1.090
9 C -3.686 2.438 -5.372  C7 1.564, H27 1.090, H28 1.090, H29 1.090
10 N -1.266 1.907 -4.952  C2 1.473, C7 1.450, O11 1.382
11 O -0.845 3.191 -4.664  N10 1.382, H30 0.960
12 H -1.990 2.441 -2.495  C1 1.090
13 H -2.870 0.967 -2.560  C1 1.090
14 H -1.451 1.128 -1.629  C1 1.090
15 H 0.881 0.091 -2.874  C3 1.090
16 H 1.212 0.906 -4.312  C3 1.090
17 H 0.659 1.892 -2.950  C3 1.090
18 H -0.653 -0.836 -4.855  C4 1.090
19 H -1.523 -1.058 -3.389  C4 1.090
20 H -2.878 -1.621 -5.383  C5 1.090
21 H -3.599 -0.387 -4.277  C5 1.090
22 H -3.685 0.380 -6.802  C6 1.090
23 H -1.981 -0.094 -6.887  C6 1.090
24 H -2.608 2.355 -8.097  C8 1.090
25 H -0.915 1.959 -7.570  C8 1.090
26 H -1.513 3.327 -7.120  C8 1.090
27 H -3.505 3.509 -5.292  C9 1.090
28 H -3.987 2.171 -4.359  C9 1.090
29 H -4.497 2.314 -6.090  C9 1.090
30 H -0.117 3.347 -5.270  O11 0.960
31 C 0.759 7.851 2.947  O32 1.444, H37 1.090, H38 1.090, H39 1.090
32 O 1.561 6.991 3.786  C31 1.444, C33 1.407
33 C 2.802 6.633 3.227  O32 1.407, C34 1.509, H40 1.090, H41 1.090
34 C 2.754 5.349 2.436  C33 1.509, C35 1.529, N36 1.434, H42 1.090
35 C 2.684 4.062 3.259  C34 1.529, H43 1.090, H44 1.090, H45 1.090
36 N 3.893 5.224 1.574  C34 1.434, H46 1.010, H47 1.010
37 H -0.076 8.263 3.514  C31 1.090
38 H 0.350 7.382 2.052  C31 1.090
39 H 1.259 8.741 2.566  C31 1.090
40 H 3.269 7.421 2.637  C33 1.090
41 H 3.549 6.535 4.014  C33 1.090
42 H 1.831 5.360 1.855  C34 1.090
43 H 2.516 3.261 2.539  C35 1.090
44 H 1.896 4.087 4.011  C35 1.090
45 H 3.590 3.971 3.857  C35 1.090
46 H 4.686 5.539 2.115  N36 1.010
47 H 3.765 6.015 0.959  N36 1.010
48 C 7.404 3.811 -2.653  O49 1.421, H54 1.090, H55 1.090, H56 1.090
49 O 6.009 3.567 -2.536  C48 1.421, C50 1.436
50 C 5.553 3.147 -1.240  O49 1.436, C51 1.579, H57 1.090, H58 1.090
51 C 3.997 2.888 -1.298  C50 1.579, C52 1.533, N53 1.474, H59 1.090
52 C 3.163 4.070 -1.808  C51 1.533, H60 1.090, H61 1.090, H62 1.090
53 N 3.558 2.513 0.058  C51 1.474, H63 1.010, H64 1.010
54 H 7.820 4.561 -1.979  C48 1.090
55 H 7.497 4.014 -3.720  C48 1.090
56 H 8.087 2.961 -2.639  C48 1.090
57 H 6.091 2.274 -0.872  C50 1.090
58 H 5.747 3.885 -0.462  C50 1.090
59 H 3.880 2.091 -2.032  C51 1.090
60 H 3.253 4.896 -1.102  C52 1.090
61 H 2.111 3.792 -1.874  C52 1.090
62 H 3.552 4.464 -2.747  C52 1.090
63 H 2.696 1.987 0.102  N53 1.010
64 H 3.285 3.316 0.607  N53 1.010
65 C 1.459 1.538 6.859  O66 1.395, H71 1.090, H72 1.090, H73 1.090
66 O 0.787 0.521 6.180  C65 1.395, C67 1.386
67 C 0.557 0.769 4.836  O66 1.386, C68 1.591, H74 1.090, H75 1.090
68 C -0.556 1.867 4.540  C67 1.591, C69 1.554, N70 1.502, H76 1.090
69 C -1.955 1.651 5.182  C68 1.554, H77 1.090, H78 1.090, H79 1.090
70 N -0.712 1.979 3.050  C68 1.502, H80 1.010, H81 1.010
71 H 0.789 2.379 7.037  C65 1.090
72 H 2.292 1.996 6.327  C65 1.090
73 H 1.637 1.175 7.871  C65 1.090
74 H 1.473 1.056 4.319  C67 1.090
75 H 0.199 -0.172 4.419  C67 1.090
76 H -0.148 2.822 4.872  C68 1.090
77 H -2.612 2.519 5.142  C69 1.090
78 H -1.736 1.393 6.219  C69 1.090
79 H -2.468 0.818 4.700  C69 1.090
80 H -1.595 2.468 3.011  N70 1.010
81 H -0.992 1.046 2.783  N70 1.010
82 C -0.957 -8.138 1.857  O83 1.402, H88 1.090, H89 1.090, H90 1.090
83 O -0.156 -7.336 1.032  C82 1.402, C84 1.430
84 C 0.983 -6.672 1.588  O83 1.430, C85 1.550, H91 1.090, H92 1.090
85 C 1.782 -5.903 0.506  C84 1.550, C86 1.522, N87 1.445, H93 1.090
86 C 0.906 -4.839 -0.141  C85 1.522, H94 1.090, H95 1.090, H96 1.090
87 N 2.196 -6.770 -0.574  C85 1.445, H97 1.010, H98 1.010
88 H -1.676 -8.571 1.162  C82 1.090
89 H -1.347 -7.473 2.629  C82 1.090
90 H -0.394 -8.944 2.328  C82 1.090
91 H 0.590 -6.154 2.463  C84 1.090
92 H 1.649 -7.427 2.006  C84 1.090
93 H 2.679 -5.496 0.973  C85 1.090
94 H 0.670 -4.175 0.691  C86 1.090
95 H -0.049 -5.205 -0.517  C86 1.090
96 H 1.432 -4.258 -0.898  C86 1.090
97 H 1.403 -7.054 -1.131  N87 1.010
98 H 2.570 -7.646 -0.236  N87 1.010
99 C 6.083 -2.367 1.687  O100 1.421, H105 1.090, H106 1.090, H107 1.090
100 O 5.925 -1.283 2.592  C99 1.421, C101 1.455
101 C 5.893 -0.038 1.839  O100 1.455, C102 1.509, H108 1.090, H109 1.090
102 C 5.654 1.160 2.724  C101 1.509, C103 1.528, N104 1.432, H110 1.090
103 C 4.329 1.221 3.483  C102 1.528, H111 1.090, H112 1.090, H113 1.090
104 N 5.830 2.383 2.000  C102 1.432, H114 1.010, H115 1.010
105 H 5.980 -3.279 2.275  C99 1.090
106 H 7.115 -2.306 1.344  C99 1.090
107 H 5.428 -2.388 0.816  C99 1.090
108 H 6.843 0.137 1.334  C101 1.090
109 H 5.097 -0.074 1.095  C101 1.090
110 H 6.443 1.080 3.472  C102 1.090
111 H 4.215 0.285 4.029  C103 1.090
112 H 3.479 1.351 2.813  C103 1.090
113 H 4.394 1.924 4.313  C103 1.090
114 H 5.437 3.147 2.531  N104 1.010
115 H 5.249 2.385 1.174  N104 1.010
116 C -2.276 -0.882 2.152  O117 1.426, H122 1.090, H123 1.090, H124 1.090
117 O -1.117 -0.299 1.561  C116 1.426, C118 1.430
118 C -0.110 -1.202 1.097  O117 1.430, C119 1.605, H125 1.090, H126 1.090
119 C 1.029 -0.322 0.385  C118 1.605, C120 1.521, N121 1.463, H127 1.090
120 C 2.342 -1.089 0.419  C119 1.521, H128 1.090, H129 1.090, H130 1.090
121 N 1.217 0.982 1.021  C119 1.463, H131 1.010, H132 1.010
122 H -3.040 -0.159 2.436  C116 1.090
123 H -1.958 -1.350 3.084  C116 1.090
124 H -2.598 -1.727 1.543  C116 1.090
125 H 0.282 -1.731 1.966  C118 1.090
126 H -0.537 -1.966 0.448  C118 1.090
127 H 0.653 -0.061 -0.604  C119 1.090
128 H 2.658 -1.281 1.444  C120 1.090
129 H 3.124 -0.518 -0.082  C120 1.090
130 H 2.240 -2.009 -0.156  C120 1.090
131 H 0.340 1.235 1.454  N121 1.010
132 H 2.011 0.909 1.641  N121 1.010
133 C -4.224 -4.531 2.457  O134 1.420, H139 1.090, H140 1.090, H141 1.090
134 O -4.893 -3.483 3.143  C133 1.420, C135 1.461
135 C -5.675 -2.605 2.276  O134 1.461, C136 1.553, H142 1.090, H143 1.090
136 C -6.150 -1.448 3.196  C135 1.553, C137 1.607, N138 1.419, H144 1.090
137 C -7.154 -1.988 4.329  C136 1.607, H145 1.090, H146 1.090, H147 1.090
138 N -6.780 -0.370 2.521  C136 1.419, H148 1.010, H149 1.010
139 H -4.736 -4.775 1.526  C133 1.090
140 H -4.330 -5.430 3.064  C133 1.090
141 H -3.194 -4.205 2.314  C133 1.090
142 H -5.098 -2.211 1.439  C135 1.090
143 H -6.510 -3.141 1.825  C135 1.090
144 H -5.299 -0.915 3.620  C136 1.090
145 H -7.520 -1.267 5.060  C137 1.090
146 H -6.746 -2.825 4.895  C137 1.090
147 H -8.025 -2.405 3.823  C137 1.090
148 H -6.089 0.129 1.979  N138 1.010
149 H -7.082 0.345 3.168  N138 1.010
150 C -4.345 1.469 0.052  O151 1.404, H159 1.090, H160 1.090, H161 1.090
151 O -5.651 0.955 0.007  C150 1.404, C152 1.405
152 C -5.865 0.317 -1.227  O151 1.405, C153 1.516, H162 1.090, H163 1.090
153 C -7.272 -0.227 -1.387  C152 1.516, N154 1.459, H164 1.090, H165 1.090
154 N -7.534 -1.100 -0.248  C153 1.459, C155 1.512, H166 1.010
155 C -8.906 -1.718 -0.392  N154 1.512, C156 1.526, H167 1.090, H168 1.090
156 C -9.278 -2.592 0.801  C155 1.526, O157 1.421, H169 1.090, H170 1.090
157 O -10.636 -2.941 0.571  C156 1.421, C158 1.404
158 C -11.259 -3.676 1.592  O157 1.404, H171 1.090, H172 1.090, H173 1.090
159 H -3.976 1.998 -0.827  C150 1.090
160 H -3.638 0.659 0.228  C150 1.090
161 H -4.221 2.154 0.890  C150 1.090
162 H -5.245 -0.578 -1.182  C152 1.090
163 H -5.638 0.916 -2.109  C152 1.090
164 H -7.342 -0.915 -2.229  C153 1.090
165 H -7.949 0.622 -1.484  C153 1.090
166 H -7.539 -0.669 0.666  N154 1.010
167 H -8.793 -2.418 -1.220  C155 1.090
168 H -9.632 -0.946 -0.647  C155 1.090
169 H -9.149 -2.021 1.721  C156 1.090
170 H -8.688 -3.502 0.912  C156 1.090
171 H -12.215 -4.008 1.187  C158 1.090
172 H -11.444 -3.096 2.497  C158 1.090
173 H -10.689 -4.545 1.921  C158 1.090
174 C 5.829 1.002 -4.941  O175 1.396, H183 1.090, H184 1.090, H185 1.090
175 O 6.317 -0.306 -4.922  C174 1.396, C176 1.439
176 C 6.877 -0.751 -3.673  O175 1.439, C177 1.561, H186 1.090, H187 1.090
177 C 5.983 -0.559 -2.407  C176 1.561, N178 1.479, H188 1.090, H189 1.090
178 N 4.884 -1.547 -2.375  C177 1.479, C179 1.466, H190 1.010
179 C 3.795 -1.302 -3.325  N178 1.466, C180 1.534, H191 1.090, H192 1.090
180 C 2.740 -2.415 -3.336  C179 1.534, O181 1.411, H193 1.090, H194 1.090
181 O 3.145 -3.464 -4.189  C180 1.411, C182 1.498
182 C 2.312 -4.690 -3.975  O181 1.498, H195 1.090, H196 1.090, H197 1.090
183 H 5.128 1.205 -4.131  C174 1.090
184 H 5.352 1.290 -5.877  C174 1.090
185 H 6.692 1.645 -4.771  C174 1.090
186 H 7.915 -0.492 -3.462  C176 1.090
187 H 6.946 -1.837 -3.736  C176 1.090
188 H 5.667 0.469 -2.228  C177 1.090
189 H 6.615 -0.799 -1.551  C177 1.090
190 H 5.151 -2.517 -2.460  N178 1.010
191 H 4.260 -1.256 -4.309  C179 1.090
192 H 3.351 -0.341 -3.067  C179 1.090
193 H 1.814 -2.098 -3.817  C180 1.090
194 H 2.566 -2.759 -2.316  C180 1.090
195 H 2.411 -5.048 -2.950  C182 1.090
196 H 2.724 -5.424 -4.667  C182 1.090
197 H 1.232 -4.606 -4.100  C182 1.090

Mulliken atomic charge list, values in e, 99 entries: -1.18, 2.37, -1.77, -1.61, -0.49, -1.36, 1.24, -1.89, -1.41, 0.78, -0.50, 0.57, -0.13, 0.03, -0.35, 0.53, 0.44, 0.53, 0.36, 0.42, 0.05, 0.52, 0.40, 0.36, 0.43, 0.42, 0.35, 0.09, 0.45, 0.34, -0.80, -0.35, -0.89, 0.28, -0.60, -0.52, 0.28, 0.30, 0.32, 0.51, 0.40, 0.15, -0.19, 0.32, 0.27, 0.33, 0.32, -0.92, -0.36, -1.46, 2.31, -1.80, 1.19, 0.30, 0.35, 0.29, 0.34, 0.74, -0.82, 0.26, 0.37, 0.38, -0.18, -0.59, -0.62, -0.53, 0.51, 0.40, -1.53, -0.38, 0.32, 0.15, 0.33, -0.14, 0.05, 0.31, 0.37, 0.45, 0.23, 0.27, 0.08, -0.74, -0.28, -0.88, 0.42, -0.62, -0.72, 0.23, 0.28, 0.29, 0.49, 0.40, 0.29, 0.05, 0.50, -0.17, 0.27, 0.25, -0.63